DFT (ωB97M-V with the def2-TZVPD basis set) results for a 2-piece molecular cluster, C9H22N3 overall.

Values from the calculation:
* energy relative to the best compared isomer or geometry (same formula, charge and spin): 4.290 eV
* HOMO-LUMO gap: 5.0 eV
* spin multiplicity: 1
* E: -14148.2604 eV
* net charge: +1

```
34
Properties=species:S:1:pos:R:3:forces:R:3:nbo_charge:R:1
C 0.745029 -0.528823 -1.624228 1.1 0.7 -1.4 -0.445
C -0.379161 -0.364395 -0.635815 0.9 4.3 -1.6 -0.245
C -2.210893 3.593055 0.582277 0.1 0.2 5.8 -0.606
C -2.793224 2.295486 2.791785 -2.3 -1.3 -2.8 -0.616
C -3.271634 0.907998 -0.243322 0.1 -2.2 3.2 -0.610
C 1.940211 -1.138583 -0.929175 1.7 -3.2 -0.5 -0.574
C -0.789811 0.857439 -0.251071 2.0 1.4 0.0 -0.112
C -1.963692 2.369371 1.472090 0.8 -0.9 1.2 -0.186
C -1.975229 1.080858 0.630341 -1.1 -0.3 -0.8 -0.267
N 4.664853 -4.098345 0.116588 -0.1 2.1 -2.8 -0.480
N 4.569665 -4.068792 -2.108734 -0.3 1.7 2.5 -0.473
N 4.368825 -3.392500 -0.989550 1.2 -4.6 1.0 0.232
H 1.150103 0.419309 -2.137009 -1.1 -0.8 1.2 0.218
H 0.535524 -1.113091 -2.562384 -0.4 0.0 1.2 0.212
H -0.957173 -1.124933 -0.279914 -1.2 -2.6 0.6 0.201
H -1.420390 3.635101 -0.007743 3.4 0.4 -3.2 0.201
H -3.080874 3.433075 0.061103 -2.1 0.5 -1.0 0.207
H -2.117864 4.478050 1.266453 -0.8 -0.4 -1.0 0.216
H -2.457190 2.893054 3.557162 0.5 2.7 1.1 0.217
H -2.682907 1.403624 3.371602 0.1 -1.6 -0.5 0.208
H -3.888589 2.382634 2.553646 0.9 0.3 0.7 0.202
H -4.048003 0.683181 0.535901 0.2 -0.1 -1.1 0.212
H -3.513934 1.798949 -0.644422 -0.9 3.1 -1.4 0.195
H -3.308599 0.231817 -1.095660 0.5 -0.6 0.5 0.219
H 2.631974 -0.471855 -0.389190 -0.5 0.1 -0.3 0.216
H 1.607963 -1.930568 -0.167816 0.4 1.0 -1.0 0.196
H 2.602410 -1.738956 -1.736838 -1.2 1.4 1.7 0.145
H -0.160940 1.822044 -0.507814 -1.3 -2.0 0.1 0.193
H -0.972595 2.232002 1.969143 0.2 1.2 -1.0 0.196
H -1.961764 0.396660 1.450510 -0.1 -1.5 0.0 0.209
H 5.346016 -4.825037 0.013979 0.2 -0.8 0.1 0.394
H 4.654130 -3.611691 0.995729 -0.2 0.5 0.1 0.437
H 5.006230 -5.026457 -2.264210 -0.8 1.5 0.4 0.440
H 4.131532 -3.479682 -2.793417 0.3 -0.4 -1.3 0.446
```
Positions in Å, forces in eV/Å.


DFT (ωB97M-V with the def2-TZVPD basis set) results for C33H72CaF6N6O12S6 as an isolated structure.

Values from the calculation:
* HOMO-LUMO gap: 9.1 eV
* spin multiplicity: 1
* E: -168631.8175 eV
* net charge: +2

```
136
Properties=species:S:1:pos:R:3:forces:R:3:lowdin_charge:R:1
Ca -0.706279 2.036148 2.665558 0.1 0.3 1.1 1.523
C 5.056931 -8.724852 1.387488 1.4 0.2 1.0 -0.088
C 5.802611 -7.912422 2.459538 0.2 -0.9 0.9 -0.261
C 5.467971 -6.427892 2.534308 -0.2 -0.6 -0.1 -0.187
C 3.982461 -6.284692 2.960998 -0.2 2.9 -0.5 -0.038
N 3.348331 -4.902602 2.480848 -0.3 2.0 1.4 -0.176
C 2.110891 -4.455162 3.402468 2.4 -0.5 -0.5 -0.044
C 2.783171 -3.790492 4.679638 -2.5 -2.0 -0.3 -0.152
C 4.179091 -3.404872 4.363418 1.4 -0.1 -0.9 -0.157
C 4.259031 -3.649192 2.836988 -0.2 0.0 -0.7 -0.062
C 2.845431 -4.932932 1.017218 1.8 -0.4 1.0 -0.085
C 3.946811 -5.378312 0.020808 0.8 1.0 -0.5 -0.220
C 3.647571 -4.783292 -1.365112 -1.1 -1.7 -0.6 -0.082
H 5.358851 -8.226992 0.466028 -1.0 -0.4 -0.5 0.075
H 4.019111 -8.872982 1.685928 -0.2 0.4 -0.8 0.072
H 5.485351 -9.727122 1.383718 0.0 0.0 -0.2 0.081
H 6.877201 -8.073142 2.372838 0.1 0.3 -0.4 0.116
H 5.625361 -8.368172 3.433688 -0.3 0.0 0.3 0.111
H 5.780251 -5.972462 1.594538 -0.7 0.0 0.0 0.089
H 6.122961 -5.937922 3.254738 -0.2 -0.1 0.4 0.118
H 3.951341 -6.165832 4.044048 -0.1 -0.4 0.0 0.126
H 3.219721 -6.990762 2.632698 0.6 -0.4 -0.1 0.126
H 1.582931 -3.706692 2.811578 -0.1 -0.3 0.0 0.105
H 1.547781 -5.376122 3.553558 -0.2 0.3 0.3 0.126
H 2.132071 -2.948812 4.915728 0.2 0.0 0.3 0.118
H 2.693621 -4.557172 5.449238 0.1 0.4 0.4 0.116
H 4.333861 -2.381932 4.706528 0.1 0.3 -0.9 0.127
H 5.005651 -3.902852 4.870278 -0.5 -0.7 0.2 0.119
H 3.771341 -2.790352 2.375828 -0.2 -0.2 -0.4 0.123
H 5.232361 -3.734572 2.353828 0.0 -0.3 0.4 0.125
H 2.486891 -3.938092 0.752918 0.0 0.0 0.3 0.112
H 2.002841 -5.621492 1.080708 0.0 -0.1 -0.4 0.135
H 4.046721 -6.463312 -0.009262 -0.3 0.0 -0.1 0.094
H 4.969291 -5.044442 0.197348 -0.3 0.4 1.0 0.096
H 3.071881 -5.618542 -1.763892 -1.0 0.7 -0.7 0.078
H 4.401771 -4.709812 -2.148632 0.8 0.1 0.8 0.084
H 3.107131 -3.837132 -1.336552 -0.1 -0.2 0.0 0.074
C -1.651429 3.700988 -3.592522 0.0 0.0 0.9 -0.089
C -1.164739 4.906758 -2.731952 0.8 -1.8 -1.1 -0.187
C 0.367661 4.818298 -2.472162 0.2 1.2 1.4 -0.178
C 1.141791 5.691378 -3.407812 2.2 0.3 -1.8 -0.076
N 2.619031 6.140688 -2.987522 0.6 0.3 1.1 -0.172
C 2.609921 7.180028 -1.919642 -1.1 1.1 0.3 -0.120
C 2.416601 8.608308 -2.544282 0.5 -1.0 0.2 -0.118
C 2.943731 8.456598 -3.974052 -0.7 -1.1 -0.4 -0.135
C 3.373211 6.985868 -4.079162 -0.9 -2.2 -1.4 -0.081
C 3.489311 4.951788 -2.384272 1.3 -0.4 -1.7 -0.056
C 3.706981 3.644718 -3.307282 -1.7 0.2 0.7 -0.183
C 4.429491 2.399808 -2.656562 0.5 2.9 0.2 -0.065
H -1.412129 2.781178 -3.058882 -0.1 0.0 0.4 0.048
H -1.205039 3.484318 -4.563032 -0.1 0.8 -0.3 0.073
H -2.737909 3.787988 -3.602142 0.0 -0.3 -0.6 0.076
H -1.744239 4.795978 -1.815432 0.3 0.5 0.1 0.093
H -1.409439 5.845838 -3.228302 -0.1 0.1 0.2 0.107
H 0.838291 3.840958 -2.365352 -0.6 -0.3 -0.4 0.090
H 0.545931 5.270318 -1.496452 -0.2 0.0 0.4 0.094
H 0.576651 6.576908 -3.698602 0.3 0.3 0.3 0.133
H 1.439351 5.224108 -4.346542 -0.6 -0.4 -0.2 0.122
H 3.601931 7.096248 -1.475802 -0.5 0.2 0.6 0.136
H 1.730721 6.962158 -1.313312 0.7 -0.1 0.8 0.118
H 3.004481 9.362808 -2.021572 -0.2 -0.2 0.3 0.119
H 1.365361 8.891658 -2.492092 0.1 0.1 -0.2 0.115
H 3.750581 9.140158 -4.238322 -0.1 -0.2 0.0 0.123
H 2.112621 8.571698 -4.669822 0.2 0.4 -0.1 0.114
H 4.440411 6.783348 -4.169502 0.1 0.1 1.2 0.132
H 3.041241 6.415878 -4.946922 -0.2 0.8 -0.7 0.117
H 3.231351 4.740668 -1.346492 -0.9 -0.1 -0.3 0.115
H 4.456831 5.444908 -2.290222 0.1 0.0 -0.1 0.113
H 4.176631 3.908128 -4.254992 0.2 0.2 0.1 0.101
H 2.703431 3.306788 -3.565682 -0.2 0.0 -0.2 0.081
H 5.457451 2.761308 -2.630022 0.4 -0.7 -0.1 0.069
H 4.337531 1.489838 -3.249512 -0.2 0.2 0.3 0.083
H 4.163401 2.350778 -1.600672 -0.4 -0.7 -0.2 0.053
C -8.536699 -0.175362 -1.354302 -0.1 -2.0 -0.2 -0.083
C -8.575699 -1.553342 -0.594252 0.2 1.5 0.4 -0.243
C -7.248209 -2.290502 -0.767382 1.4 -0.7 1.9 -0.146
C -6.030819 -1.922952 0.324398 -1.2 0.2 -1.6 -0.021
N -4.637979 -2.615382 0.069828 -0.9 2.0 -0.2 -0.195
C -3.544659 -1.970372 0.973328 -0.6 0.3 -0.2 -0.082
C -3.765349 -2.567372 2.381638 0.4 0.4 -0.2 -0.146
C -4.512289 -3.855292 2.126538 -0.4 -1.6 1.0 -0.163
C -4.638579 -4.021702 0.602808 0.7 0.3 0.5 -0.089
C -4.294479 -2.627512 -1.457542 0.0 1.2 0.5 -0.072
C -4.257359 -1.235122 -2.194392 0.3 0.5 2.1 -0.166
C -2.836479 -0.549872 -2.237702 -0.5 -1.3 -0.7 -0.075
H -8.233689 -0.439082 -2.367582 0.0 0.1 -0.3 0.063
H -7.784379 0.533088 -1.007582 -0.6 0.3 0.4 0.072
H -9.584469 0.107408 -1.455832 0.4 1.0 0.3 0.077
H -9.440949 -2.067632 -1.012512 0.4 -0.6 -0.2 0.110
H -8.861139 -1.406682 0.447438 0.2 0.1 0.2 0.105
H -7.017469 -2.078052 -1.811282 0.8 -0.4 0.2 0.090
H -7.302589 -3.359152 -0.559712 -0.6 -0.2 -0.7 0.094
H -6.279799 -2.208772 1.346358 -0.4 -0.2 -0.2 0.123
H -5.984209 -0.833952 0.319538 0.9 -0.1 0.0 0.109
H -2.637959 -2.238452 0.430998 0.2 -0.3 0.6 0.108
H -3.556549 -0.882512 1.040648 -0.6 0.0 -0.7 0.099
H -2.817989 -2.749052 2.889158 0.3 -0.2 -0.4 0.108
H -4.247319 -1.929812 3.122808 -0.5 0.4 -0.7 0.116
H -3.936409 -4.617022 2.652098 0.4 -0.6 -1.0 0.115
H -5.422589 -4.057142 2.691068 -0.6 1.0 -0.4 0.120
H -3.683799 -4.430952 0.272638 -0.2 -0.2 -0.4 0.133
H -5.472519 -4.582822 0.181158 0.1 0.0 0.3 0.138
H -5.103989 -3.227212 -1.873652 0.5 -0.3 -0.1 0.116
H -3.296279 -3.063772 -1.494942 -0.2 -0.5 -0.2 0.122
H -4.891239 -0.590842 -1.585132 -0.2 0.3 -0.1 0.083
H -4.796279 -1.315242 -3.138452 0.5 -0.1 -0.2 0.115
H -2.172959 -1.283102 -2.696182 0.3 0.1 -0.1 0.071
H -2.392759 -0.296642 -1.274852 -0.5 -0.1 0.1 0.034
H -2.785479 0.343518 -2.860082 -0.4 0.0 0.1 0.075
N 0.188991 1.132338 0.843288 -0.4 -4.6 0.6 -0.423
S 0.294251 -0.595372 0.728828 -2.9 -2.0 2.5 0.585
O 1.362061 -1.138542 1.495578 0.5 0.2 -0.6 -0.257
O -0.196309 -1.205952 -0.469252 0.8 0.8 1.1 -0.222
F -0.913719 -0.893842 1.822018 0.1 1.0 -0.5 -0.229
S 1.234141 1.296838 -0.267802 6.4 7.1 -5.0 0.423
O 0.686651 1.169338 -1.582132 0.1 -1.1 0.5 -0.234
O 2.640111 1.030328 0.007978 -2.2 -2.2 0.1 -0.246
F 1.475731 2.894198 -0.219762 -1.7 -0.1 0.4 -0.208
N 0.338411 4.050348 2.685348 -5.5 0.7 0.2 -0.431
S 1.508151 4.849238 2.274298 13.8 -0.4 0.0 0.424
O 2.156831 5.492728 3.428108 -1.5 -0.6 -2.8 -0.231
O 1.669791 5.367508 0.941068 -1.1 0.4 1.1 -0.251
F 2.396321 3.457478 2.108228 0.2 0.5 0.3 -0.242
S -0.575389 5.449748 2.610008 -9.6 2.6 0.7 0.572
O -1.137989 5.814038 1.286878 2.7 -1.0 2.8 -0.239
O -0.487999 6.380948 3.699788 2.3 0.2 -1.7 -0.192
F -1.860699 4.756778 3.260548 -0.7 -1.9 -0.4 -0.222
N -2.822599 2.362478 2.111888 -2.3 -0.7 5.3 -0.472
S -3.285459 2.701668 0.745108 -2.4 6.3 -10.2 0.443
O -4.019169 4.012118 0.445208 2.8 -5.0 1.4 -0.264
O -3.742269 1.499488 0.104308 -0.2 0.3 -0.4 -0.282
F -1.861229 3.014548 0.054548 0.1 -0.5 0.8 -0.197
S -4.439209 2.143448 2.722368 -3.1 -0.2 3.7 0.633
O -4.980539 0.800198 2.540128 1.5 2.0 -0.1 -0.268
O -5.298799 3.308408 2.606018 1.9 -2.5 -0.2 -0.206
F -4.045919 2.166328 4.263688 0.6 -0.2 -0.7 -0.166
```
Positions in Å, forces in eV/Å.


DFT (ωB97M-V with the def2-TZVPD basis set) results for one molecule with the formula C4H6N2O.

Values from the calculation:
* energy relative to the best compared isomer or geometry (same formula, charge and spin): 1.460 eV
* HOMO-LUMO gap: 9.8 eV
* spin multiplicity: 1
* E: -9272.0419 eV
* structure (SMILES): COc1cc[nH]n1

```
13
Properties=species:S:1:pos:R:3:forces:R:3:nbo_charge:R:1
C 1.340788 -1.088539 1.526884 0.0 -0.2 0.2 -0.253
O 1.431820 -0.020974 0.595853 -0.1 0.1 -0.1 -0.490
C 0.314502 0.170476 -0.129412 -0.1 0.0 0.0 0.425
C -0.017232 1.373412 -0.795598 0.0 0.0 0.0 -0.386
C -1.231297 1.096838 -1.378604 0.0 -0.1 0.0 -0.033
N -1.542376 -0.175395 -1.047387 -0.2 0.1 -0.1 -0.341
N -0.607288 -0.764664 -0.276311 0.2 0.2 0.1 -0.345
H 2.269618 -1.074218 2.098548 -0.1 0.0 -0.1 0.191
H 0.483085 -0.931434 2.190475 0.1 -0.1 0.0 0.181
H 1.217928 -2.051688 1.022075 0.1 0.1 0.0 0.188
H 0.544416 2.295312 -0.808396 -0.1 -0.2 -0.1 0.237
H -1.888568 1.700318 -1.989475 0.1 -0.1 0.1 0.219
H -2.367180 -0.699278 -1.285651 0.1 0.1 0.0 0.407
```
Positions in Å, forces in eV/Å.


DFT (ωB97M-V with the def2-TZVPD basis set) results for a 2-piece molecular cluster, C7H14N2 overall.

Values from the calculation:
* energy relative to the best compared isomer or geometry (same formula, charge and spin): 2.784 eV
* HOMO-LUMO gap: 9.7 eV
* spin multiplicity: 1
* E: -10463.5826 eV
* structure (SMILES): Cc1c[nH]cn1.CCC

```
23
Properties=species:S:1:pos:R:3:forces:R:3:nbo_charge:R:1
C -0.200743 0.734184 2.270527 -0.1 -2.6 -3.2 -0.626
C -0.852427 1.071885 0.940530 -1.8 -1.7 -0.4 0.111
C -0.798136 2.060382 -0.025223 -3.9 -8.8 -0.1 -0.112
N -1.560189 1.502191 -1.089769 0.7 0.2 0.8 -0.512
C -2.062590 0.267910 -0.764515 5.0 5.2 6.5 0.176
N -1.717275 0.031547 0.504137 0.8 -0.1 -1.1 -0.471
H 0.489538 -0.173891 2.086504 -1.1 1.5 0.7 0.220
H -0.859271 0.612872 3.074298 -1.7 -1.3 0.7 0.228
H 0.270351 1.507694 2.673455 3.1 3.5 1.0 0.207
H -0.394112 2.908660 0.080664 2.9 6.5 -0.2 0.198
H -1.850271 1.975530 -1.893669 -0.1 0.9 -1.2 0.401
H -2.676302 -0.248449 -1.292667 -3.7 -3.2 -3.5 0.182
C 2.872745 -0.625061 -1.062583 -1.2 -1.0 0.4 -0.634
C 2.288991 -1.999527 -0.357556 2.1 2.7 -1.1 -0.389
C 0.838433 -2.313104 -0.360021 -1.7 2.3 1.4 -0.620
H 2.621432 0.142917 -0.290805 1.2 -0.2 -0.5 0.204
H 2.103443 -0.357265 -1.783858 0.4 0.0 -0.9 0.199
H 3.956850 -0.642474 -1.520063 -2.3 0.1 1.3 0.223
H 2.781220 -2.854612 -0.732834 1.1 -0.8 -0.3 0.188
H 2.580595 -1.753640 0.650262 0.2 -1.0 0.6 0.193
H 0.805999 -3.312561 0.054399 -0.8 -0.3 -0.3 0.215
H 0.372002 -1.608454 0.412767 0.2 -1.1 -1.0 0.210
H 0.223141 -2.112510 -1.265971 0.8 -0.7 0.3 0.208
```
Positions in Å, forces in eV/Å.


DFT (ωB97M-V with the def2-TZVPD basis set) results for a 2-piece molecular cluster, C5H14 overall.

Values from the calculation:
* energy relative to the best compared isomer or geometry (same formula, charge and spin): 1.541 eV
* HOMO-LUMO gap: 11.9 eV
* spin multiplicity: 1
* E: -5410.5083 eV
* structure (SMILES): CCC.CC

```
19
Properties=species:S:1:pos:R:3:forces:R:3:nbo_charge:R:1
C -0.640738 0.540190 -1.545669 1.2 -0.5 -0.1 -0.602
C -1.468497 1.087177 -0.394389 -1.3 0.7 -0.4 -0.430
C -2.558226 0.109025 -0.069278 -2.6 -2.4 -0.7 -0.609
H -1.281090 0.023638 -2.329475 0.7 0.9 0.9 0.210
H 0.018561 -0.255550 -1.120166 -0.6 0.6 -0.7 0.194
H 0.035079 1.312474 -2.002150 -0.7 -0.7 0.2 0.213
H -0.983626 1.379801 0.563410 0.3 -0.1 -1.1 0.211
H -2.057826 1.933348 -0.788418 0.7 0.3 0.4 0.199
H -3.020563 0.250932 0.965388 0.8 -0.5 -1.3 0.215
H -3.451194 0.167742 -0.823614 1.4 0.4 1.3 0.198
H -2.260722 -0.983689 -0.326303 -0.1 1.5 1.3 0.201
C 2.130264 -1.226461 0.301580 -2.1 2.0 2.7 -0.597
C 2.234557 -0.176975 1.558168 0.1 -3.5 2.1 -0.637
H 1.787335 -2.219230 0.539249 -0.3 -0.3 0.6 0.205
H 1.362719 -0.790643 -0.354061 0.9 -0.3 0.0 0.199
H 3.064316 -1.359764 -0.134609 1.6 0.2 -1.0 0.206
H 2.990285 -0.414906 2.365550 -0.1 -0.9 -1.1 0.202
H 1.404604 -0.073846 2.333577 0.2 0.2 -2.0 0.216
H 2.694767 0.696740 1.261203 0.0 2.4 -1.1 0.204
```
Positions in Å, forces in eV/Å.


DFT (ωB97M-V with the def2-TZVPD basis set) results for one molecule with the formula CHBrCl2O.

Values from the calculation:
* energy relative to the best compared isomer or geometry (same formula, charge and spin): 0.420 eV
* HOMO-LUMO gap: 10.9 eV
* spin multiplicity: 1
* E: -98187.6052 eV
* structure (SMILES): OC(Cl)(Cl)Br

```
6
Properties=species:S:1:pos:R:3:forces:R:3:nbo_charge:R:1
O -0.670179 -0.242673 0.907685 0.1 0.1 0.1 -0.699
C 0.231502 0.058715 -0.064294 0.1 0.3 0.6 0.132
Cl 0.915891 -1.417951 -0.843196 -0.2 0.6 0.3 -0.002
Cl 1.480212 0.993966 0.821041 0.0 -0.5 -0.4 0.020
Br -0.465431 1.269499 -1.447551 -0.1 -0.4 0.0 0.046
H -1.491995 -0.661557 0.626314 0.2 0.0 -0.6 0.503
```
Positions in Å, forces in eV/Å.


| no. | lowest unoccupied orbital energy (eV) | HOMO energy (Eh) |
| --- | --- | --- |
| 1 | -6.1 | -0.407 |
| 2 | -5.1 | -0.522 |
| 3 | 1.1 | -0.322 |
| 4 | 0.9 | -0.325 |
| 5 | 1.1 | -0.396 |
| 6 | 0.2 | -0.393 |